(1)
18
Properties=species:S:1:pos:R:3 method="wB97M-V/def2-TZVPD" total_charge=+1 smiles=CC[C@@](S)(I)C[NH3+] spin_multiplicity=1 de_lowest_kcal_mol=10.2 mol_weight_g_mol=232.1 homo_ev=-12.76
C -0.21764 1.52103 -1.41877
C 0.03205 0.00963 -1.24184
C -0.62861 -0.59887 -0.02291
S -2.47956 -0.01221 0.11771
I -0.59661 -2.76637 -0.11687
C 0.04561 -0.22566 1.40733
N 1.45897 -0.68519 1.55960
H 0.16640 1.99284 -0.53335
H 0.48045 1.85554 -2.20375
H -1.32867 1.79174 -1.49962
H -0.21514 -0.65692 -2.07966
H 1.21432 -0.06577 -1.07736
H -2.89886 -0.03443 -1.17165
H -0.55254 -0.70942 2.11365
H 0.19629 0.88088 1.36591
H 2.05813 -0.44585 0.78441
H 1.56848 -1.76218 1.68755
H 1.69696 -0.08880 2.32960


(2)
17
Properties=species:S:1:pos:R:3 method="wB97M-V/def2-TZVPD" total_charge=-1 spin_multiplicity=1 mol_weight_g_mol=188.0 homo_ev=-3.34
C 3.04286 -0.91498 0.46217
C 2.25269 0.15709 0.68388
In 0.96865 1.03587 -0.93449
C -1.20786 0.59312 -0.61485
C -1.51414 -0.58364 0.32235
N -2.96145 -0.64326 0.67940
H 3.83342 -0.88086 -0.28872
H 2.96775 -1.84950 1.03132
H 2.28730 0.54765 1.71179
H 1.12891 2.84069 -0.94360
H 1.47721 0.31485 -2.50535
H -1.75625 1.46744 -0.25177
H -1.61118 0.32420 -1.59853
H -0.93703 -0.56988 1.24903
H -1.30883 -1.53601 -0.17357
H -3.18215 0.10251 1.33252
H -3.47989 -0.40529 -0.16158


(3)
19
Properties=species:S:1:pos:R:3 method="wB97M-V/def2-TZVPD" total_charge=0 spin_multiplicity=5 mol_weight_g_mol=299.3 homo_ev="-7.17 / -9.10"
C -2.63046 1.35858 0.01667
O -0.42962 0.63080 0.05508
C -0.32358 -0.74368 0.25651
C 0.98805 -1.27622 -0.28900
O 2.02050 -0.44792 0.22873
C 3.32428 -0.84645 -0.14039
Ir 1.29428 1.60351 0.24520
H -2.13288 2.24844 -0.39950
H -2.75176 0.57166 -0.74109
H -2.53096 1.12958 1.09086
H -1.13598 -1.31557 -0.23408
H -0.39288 -0.99457 1.33527
H 1.00342 -1.22836 -1.39235
H 1.15401 -2.32212 0.01908
H 4.02143 -0.09925 0.25767
H 3.55780 -1.83325 0.28751
H 3.42464 -0.89079 -1.23675
O -4.19647 1.87106 0.00033
H -4.26381 2.58454 0.64023


(4)
18
Properties=species:S:1:pos:R:3 method="wB97M-V/def2-TZVPD" total_charge=+2 spin_multiplicity=1 mol_weight_g_mol=266.1 homo_ev=-16.58
H 3.59580 -1.39423 -2.60510
C 2.48928 -1.10321 -2.00916
H 1.86491 -1.18423 -2.90661
H 2.84371 -0.09948 -1.74485
H 2.58945 -1.93266 -1.29826
O 0.29226 -0.62512 -0.80348
C 0.61117 -0.16497 0.48823
C -0.42733 0.81758 1.00758
O -1.72370 0.24231 0.75772
C -2.80856 0.93110 1.37442
Lu -1.67837 -0.88467 -1.11726
H 1.58301 0.35637 0.52067
H 0.70697 -1.01275 1.19141
H -0.37185 1.78299 0.48124
H -0.31242 0.98428 2.08767
H -3.73225 0.43161 1.06642
H -2.69989 0.87621 2.46494
H -2.82218 1.97886 1.04442


(5)
17
Properties=species:S:1:pos:R:3 method="wB97M-V/def2-TZVPD" total_charge=0 spin_multiplicity=2 de_lowest_kcal_mol=25.2 mol_weight_g_mol=87.1 homo_ev="-8.22 / -8.30"
C 0.32996 -2.23520 -0.12408
C -0.20871 -0.92753 0.46074
C 0.19604 0.26634 -0.31526
C 0.64740 0.43656 -1.54070
N 1.64988 1.36084 -1.90226
N -1.55456 1.57110 2.29106
H 0.39889 -3.05269 0.58723
H -0.30373 -2.56749 -0.94601
H 1.30147 -2.02453 -0.56624
H 0.24214 -0.85737 1.46044
H -1.28328 -0.95654 0.63085
H 0.34083 -0.17356 -2.38144
H 1.87187 1.95989 -1.12176
H 1.41896 1.91048 -2.72344
H -1.11500 1.28632 1.43197
H -2.55554 1.46204 2.26040
H -1.37662 2.54135 2.49852


(6)
17
Properties=species:S:1:pos:R:3 method="wB97M-V/def2-TZVPD" total_charge=0 spin_multiplicity=2 de_lowest_kcal_mol=59.7 mol_weight_g_mol=87.1 homo_ev="-3.29 / -9.02"
C -0.92650 0.82284 -0.55416
C -0.64888 0.41496 0.86477
C 0.21340 -0.79413 0.77025
C 1.59345 -0.68128 0.85476
N -0.50436 -1.99049 0.52057
N 0.41056 1.07762 -1.19030
H -1.58247 1.69344 -0.76992
H -1.34889 0.03511 -1.16142
H -1.60480 0.19303 1.35713
H -0.31856 1.34272 1.36585
H 2.31161 -1.32533 0.35707
H 2.02190 0.17631 1.36433
H -1.51002 -1.90350 0.49681
H -0.28158 -2.49544 -0.33835
H 0.50686 2.09887 -1.30906
H 0.47851 0.58915 -2.07509
H 1.18975 0.74613 -0.55322


(7)
17
Properties=species:S:1:pos:R:3 method="wB97M-V/def2-TZVPD" total_charge=+1 spin_multiplicity=1 de_lowest_kcal_mol=193.4 mol_weight_g_mol=87.1 homo_ev=-15.11
C -1.37050 -1.67571 -0.12083
C -1.86840 -0.22916 0.12043
C -1.62152 0.15380 1.59542
N 0.84979 0.46734 -1.37876
C 1.89861 0.32515 -0.56815
N 2.59591 1.10093 0.20056
H -0.55454 -1.66286 -0.86826
H -0.80856 -2.10252 0.71795
H -2.03711 -2.42302 -0.54132
H -2.95272 -0.24171 0.09504
H -1.17680 0.35488 -0.50160
H -2.00078 -0.67391 2.19510
H -2.17177 1.03791 1.93940
H -0.60879 0.41402 1.91869
H 2.11176 -0.73114 -0.26377
H 1.12171 1.11510 -2.14887
H 2.20676 2.05597 0.24141


(8)
17
Properties=species:S:1:pos:R:3 method="wB97M-V/def2-TZVPD" total_charge=+1 smiles="NCC/C=C/[NH3+]" spin_multiplicity=1 de_lowest_kcal_mol=45.4 mol_weight_g_mol=87.1 homo_ev=-11.96
N 2.66118 -0.69580 -0.36304
C 1.93672 0.51311 -0.09979
C 0.72852 0.38210 0.85583
C -0.44868 -0.18704 0.13901
C -1.65453 0.33099 0.26447
N -2.85132 -0.23975 -0.45983
H 2.61893 -1.13595 -1.25384
H 2.99024 -1.31394 0.36051
H 1.56652 0.86844 -1.06423
H 2.60347 1.28657 0.29141
H 0.96038 -0.30240 1.67406
H 0.57556 1.39209 1.23869
H -0.24320 -1.05767 -0.47210
H -1.99733 1.21960 0.76381
H -2.64273 -1.06383 -1.02043
H -3.23354 0.48289 -1.07291
H -3.57019 -0.47941 0.21838


Going through the records in order, we get max |F| values of 4.74 2.13 5.00 6.50 0.89 2.55 3.42 1.07 eV/Å.